Record 1
{"formula": "C11H12NO2", "method": "ωB97M-V/def2-TZVPD", "species": ["C", "C", "C", "C", "C", "C", "C", "C", "C", "N", "H", "H", "H", "H", "H", "H", "H", "H", "H", "C", "C", "O", "O", "H", "H", "H"], "positions_angstrom": [[0.72, -0.52, 3.99], [-0.74, -0.75, 1.92], [0.65, -0.08, 0.31], [0.45, -0.51, 2.55], [1.33, 0.05, 1.54], [1.18, 0.15, -0.97], [2.58, 0.46, -1.02], [2.68, 0.44, 1.45], [3.29, 0.57, 0.19], [-0.58, -0.60, 0.60], [-1.47, -0.65, -0.12], [-1.47, -1.18, 2.44], [0.74, 0.18, -1.94], [-0.06, -1.14, 4.53], [0.75, 0.48, 4.23], [2.97, 0.25, -1.97], [3.38, 0.92, 2.08], [4.37, 0.78, 0.19], [1.77, -0.93, 4.40], [-1.90, 0.25, -3.63], [-2.74, 0.16, -2.35], [-2.04, -0.29, -1.45], [-3.84, 0.68, -2.34], [-1.16, -0.51, -3.51], [-1.52, 1.41, -3.64], [-2.35, 0.15, -4.53]], "mulliken_charge": [-1.261, -0.780, 0.087, 0.660, 0.616, -0.212, -0.588, -0.484, -0.469, 0.044, 0.424, 0.470, 0.343, 0.339, 0.353, 0.418, 0.360, 0.328, 0.291, -0.822, 0.451, -0.648, -0.662, 0.237, 0.114, 0.391], "lumo_ha": [-0.017, -0.136], "total_energy_ev": -17182.7594, "charge": 0, "orbital_gap_ha": [0.26581, 0.14611], "multiplicity": 2}

Record 2
{"formula": "C11H12NO2", "method": "ωB97M-V/def2-TZVPD", "species": ["C", "C", "O", "O", "H", "H", "H", "C", "C", "C", "C", "C", "C", "C", "C", "C", "N", "H", "H", "H", "H", "H", "H", "H", "H", "H"], "positions_angstrom": [[4.27, 0.98, 0.31], [4.29, -0.59, 0.40], [3.10, -0.95, 0.72], [5.25, -1.26, 0.16], [5.05, 1.18, -0.42], [4.52, 1.31, 1.32], [3.37, 1.56, 0.10], [-3.40, 0.28, 1.88], [-0.89, 0.03, 1.85], [-0.42, -0.14, -0.33], [-2.08, 0.12, 1.20], [-1.84, -0.05, -0.20], [0.17, -0.38, -1.58], [-0.64, -0.34, -2.69], [-2.65, -0.16, -1.34], [-2.03, -0.28, -2.56], [0.14, -0.19, 0.92], [1.10, -0.33, 1.17], [-0.61, -0.09, 2.88], [1.22, -0.63, -1.63], [-3.43, -0.02, 2.93], [-4.08, -0.44, 1.41], [-0.20, -0.39, -3.68], [-3.72, -0.21, -1.18], [-2.62, -0.27, -3.47], [-3.84, 1.28, 1.83]], "mulliken_charge": [-0.832, 0.468, -0.743, -0.663, 0.290, 0.220, 0.234, -1.224, -0.833, -0.277, 0.845, 0.765, -0.290, -0.507, -0.454, -0.527, 0.232, 0.210, 0.428, 0.487, 0.365, 0.348, 0.417, 0.388, 0.363, 0.289], "lumo_ha": [-0.030, -0.168], "total_energy_ev": -17183.7367, "charge": 0, "orbital_gap_ha": [0.22327, 0.08427], "multiplicity": 2}

Record 3
{"formula": "C11H12O", "method": "ωB97M-V/def2-TZVPD", "species": ["C", "C", "C", "C", "C", "C", "C", "C", "C", "C", "O", "C", "H", "H", "H", "H", "H", "H", "H", "H", "H", "H", "H", "H"], "positions_angstrom": [[2.25, 1.36, 1.70], [0.92, 0.69, 1.48], [-0.26, 1.06, 2.16], [-1.43, 0.37, 1.85], [-1.52, -0.46, 0.80], [-0.37, -0.80, 0.02], [-0.45, -1.60, -1.25], [-1.62, -1.05, -2.18], [-1.10, 0.04, -2.97], [-0.39, 1.01, -3.45], [-1.81, 0.84, -3.90], [0.84, -0.25, 0.42], [2.16, 2.35, 1.68], [2.49, 1.09, 2.69], [2.98, 0.92, 0.97], [-0.22, 1.71, 3.04], [-2.33, 0.62, 2.39], [-2.45, -0.83, 0.68], [0.44, -1.41, -2.00], [-0.60, -2.63, -0.93], [-1.84, -1.86, -2.81], [-2.38, -0.86, -1.43], [0.33, 1.74, -3.68], [1.79, -0.36, 0.02]], "mulliken_charge": [-1.435, 0.924, -0.629, -0.662, -0.601, 0.428, -0.745, -0.507, 0.217, -0.171, -0.550, -0.607, 0.404, 0.360, 0.327, 0.360, 0.367, 0.491, 0.271, 0.390, 0.313, 0.316, 0.411, 0.328], "lumo_ha": 0.033, "total_energy_ev": -13643.8741, "charge": 0, "orbital_gap_ha": 0.31603, "smiles": "Cc1cccc(CCC2=CO2)c1"}

Record 4
{"formula": "C11H12O", "method": "ωB97M-V/def2-TZVPD", "species": ["C", "C", "C", "C", "O", "C", "C", "C", "C", "C", "C", "C", "H", "H", "H", "H", "H", "H", "H", "H", "H", "H", "H", "H"], "positions_angstrom": [[1.20, 2.18, 2.22], [1.01, 0.93, 1.90], [1.51, -0.52, 1.85], [0.24, -0.17, 1.06], [-0.86, -0.81, 1.71], [-2.24, -0.64, 1.36], [0.21, -0.12, -0.43], [-0.15, 1.00, -1.20], [-0.33, 0.88, -2.57], [-0.10, -0.30, -3.13], [0.25, -1.48, -2.45], [0.46, -1.32, -1.07], [0.59, 2.91, 1.76], [1.89, 2.59, 2.89], [2.44, -0.56, 1.27], [1.27, -1.30, 2.57], [-2.47, -0.93, 0.28], [-2.61, 0.30, 1.61], [-2.63, -1.30, 2.02], [-0.20, 1.97, -0.71], [-0.62, 1.62, -3.26], [-0.22, -0.22, -4.20], [0.46, -2.47, -2.85], [0.89, -2.23, -0.65]], "mulliken_charge": [-0.732, 0.003, -0.820, 0.814, -0.442, -0.724, -0.060, 0.271, -0.951, -0.089, -0.869, -0.132, 0.244, 0.288, 0.270, 0.304, 0.233, 0.308, 0.333, 0.317, 0.434, 0.312, 0.362, 0.326], "lumo_ha": 0.035, "total_energy_ev": -13645.3207, "charge": 0, "orbital_gap_ha": 0.36675, "smiles": "C=C1C[C@]1(OC)c1ccccc1"}

Record 5
{"formula": "C11H12Si", "method": "ωB97M-V/def2-TZVPD", "species": ["C", "Si", "C", "C", "C", "C", "C", "C", "C", "C", "C", "C", "H", "H", "H", "H", "H", "H", "H", "H", "H", "H", "H", "H"], "positions_angstrom": [[2.28, 1.46, -0.06], [2.51, -0.42, -0.02], [4.32, -0.96, 0.10], [1.10, -1.45, -0.16], [-0.06, -1.92, -0.14], [-1.36, -2.21, -0.12], [-2.32, -1.14, -0.11], [-3.67, -1.39, 0.12], [-4.59, -0.37, 0.21], [-4.18, 0.95, 0.04], [-2.85, 1.22, -0.23], [-1.93, 0.20, -0.30], [3.21, 2.00, -0.11], [1.68, 1.74, -0.92], [1.74, 1.79, 0.83], [4.80, -0.94, -0.87], [4.88, -0.31, 0.77], [4.39, -1.97, 0.49], [-1.73, -3.23, -0.06], [-4.00, -2.41, 0.26], [-5.62, -0.59, 0.42], [-4.90, 1.75, 0.14], [-2.53, 2.24, -0.38], [-0.89, 0.41, -0.49]], "mulliken_charge": [-1.052, 0.147, -1.012, -0.495, 0.872, -1.247, 0.957, -0.443, -0.478, -0.432, -0.483, -0.359, 0.367, 0.319, 0.352, 0.350, 0.308, 0.309, 0.322, 0.321, 0.361, 0.364, 0.365, 0.289], "lumo_ha": [-0.005, -0.005], "total_energy_ev": -19476.7100, "charge": 0, "orbital_gap_ha": [0.24529, 0.24539], "smiles": "C[Si](C)=C=C=Cc1ccccc1"}

Record 6
{"formula": "C11H13BBrNSm", "method": "ωB97M-V/def2-TZVPD", "species": ["C", "C", "C", "H", "C", "C", "H", "H", "H", "H", "Sm", "Br", "C", "C", "C", "H", "C", "C", "H", "H", "H", "H", "B", "C", "N", "H", "H", "H"], "positions_angstrom": [[-1.90, -0.79, -0.72], [-1.78, -1.31, 0.61], [-1.86, -0.20, 1.52], [-1.67, -2.36, 0.89], [-2.03, 1.00, 0.74], [-2.04, 0.63, -0.64], [-2.18, 1.32, -1.48], [-1.89, -1.38, -1.63], [-1.87, -0.24, 2.62], [-2.21, 2.01, 1.14], [0.55, -0.12, -0.33], [2.47, -2.00, 0.22], [2.16, 0.65, -2.14], [1.07, 1.46, -2.59], [0.10, 0.59, -3.18], [1.05, 2.55, -2.66], [0.54, -0.76, -3.03], [1.84, -0.72, -2.44], [2.48, -1.59, -2.26], [3.07, 1.01, -1.65], [-0.75, 0.91, -3.79], [0.03, -1.65, -3.40], [0.73, 0.10, 4.54], [0.98, 0.29, 3.02], [1.09, 0.47, 1.87], [1.67, -0.55, 4.97], [-0.30, -0.53, 4.72], [0.66, 1.21, 5.07]], "mulliken_charge": [-0.416, -0.751, -0.521, 0.393, -0.508, -0.557, 0.433, 0.511, 0.569, 0.379, 1.212, -0.586, -0.672, -0.542, -0.258, 0.392, -0.689, -0.602, 0.601, 0.405, 0.469, 0.468, 0.067, 0.178, -0.554, -0.135, -0.144, -0.142], "lumo_ha": [0.096, 0.096], "total_energy_ev": -101734.5094, "charge": -1, "orbital_gap_ha": [0.28448, 0.28503], "multiplicity": 6}

Record 7
{"formula": "C11H13Br9N2", "method": "ωB97M-V/def2-TZVPD", "species": ["C", "Br", "Br", "Br", "H", "C", "Br", "Br", "Br", "H", "C", "Br", "Br", "Br", "H", "N", "C", "C", "C", "C", "H", "H", "H", "H", "H", "N", "C", "C", "C", "C", "H", "H", "H", "H", "H"], "positions_angstrom": [[-2.85, 1.01, 2.66], [-3.54, -0.75, 2.25], [-3.98, 1.79, 4.01], [-2.92, 2.15, 1.10], [-1.84, 0.90, 3.08], [-4.08, -0.35, -1.98], [-5.03, -2.02, -1.86], [-5.24, 1.09, -1.50], [-3.51, -0.10, -3.84], [-3.19, -0.37, -1.33], [0.81, 0.80, 3.83], [-0.27, 1.56, 5.18], [0.78, 1.94, 2.27], [0.06, -0.96, 3.37], [1.84, 0.71, 4.18], [-0.62, 0.67, -1.25], [-0.32, 0.01, -2.43], [-0.38, -1.33, -2.13], [-0.50, -1.46, -0.71], [-0.63, -0.23, -0.19], [-0.67, 1.67, -1.18], [-0.16, 0.53, -3.37], [-0.22, -2.15, -2.82], [-0.40, -2.37, -0.12], [-0.65, 0.16, 0.81], [2.71, -0.43, -1.13], [3.25, 0.78, -0.89], [4.59, 0.52, -0.53], [4.81, -0.87, -0.61], [3.59, -1.43, -0.92], [1.74, -0.55, -1.38], [2.66, 1.69, -0.94], [5.28, 1.35, -0.33], [5.62, -1.52, -0.26], [3.24, -2.45, -1.06]], "mulliken_charge": [0.872, -0.014, -0.044, -0.016, -0.889, 0.516, -0.017, -0.028, -0.066, -0.426, -0.403, 0.012, 0.039, 0.004, 0.417, 0.326, -0.975, -0.361, -0.416, 0.203, 0.200, 0.391, 0.383, 0.466, -0.346, -0.010, -0.248, -0.632, -0.707, -0.296, 0.582, 0.387, 0.377, 0.347, 0.373], "lumo_ha": -0.018, "total_energy_ev": -644978.7051, "charge": 0, "orbital_gap_ha": 0.27749}

Record 8
{"formula": "C11H13F2N", "method": "ωB97M-V/def2-TZVPD", "species": ["C", "C", "C", "C", "C", "C", "C", "C", "C", "C", "C", "N", "F", "F", "H", "H", "H", "H", "H", "H", "H", "H", "H", "H", "H", "H", "H"], "positions_angstrom": [[-2.81, -0.05, 2.33], [-1.54, 0.46, 2.59], [-3.05, -0.82, 1.24], [-0.60, 0.35, 1.64], [-2.01, -1.13, 0.35], [-0.78, -0.42, 0.47], [2.65, -1.55, -0.87], [2.78, -0.12, -1.16], [1.61, -0.60, -0.15], [-0.25, -0.84, -1.96], [0.26, -0.52, -0.56], [-0.90, 1.87, -1.75], [-0.59, -2.16, -1.98], [0.57, -0.61, -2.95], [-3.65, 0.07, 3.13], [-1.12, 0.95, 3.51], [-3.92, -1.29, 0.87], [0.31, 0.96, 1.69], [-2.18, -2.02, -0.22], [2.37, -2.20, -1.61], [3.41, -1.89, -0.16], [3.50, 0.46, -0.47], [2.59, 0.25, -2.23], [1.84, -0.49, 0.86], [-1.10, -0.09, -2.18], [-1.80, 2.43, -1.43], [-0.13, 2.36, -1.23]], "mulliken_charge": [-0.407, -0.465, -0.589, -0.382, -0.377, 0.488, -0.796, -0.448, -0.718, 0.148, 0.243, -0.502, -0.299, -0.314, 0.221, 0.302, 0.418, 0.346, 0.403, 0.311, 0.267, 0.253, 0.241, 0.787, 0.402, 0.237, 0.228], "lumo_ha": [-0.009, -0.030], "total_energy_ev": -18537.1524, "charge": 0, "orbital_gap_ha": [0.32480, 0.22199]}

Record 9
{"formula": "C11H13F7I2N2NiO4S2Se3SiTe", "method": "ωB97M-V/def2-TZVPD", "species": ["Ni", "C", "Si", "C", "C", "N", "C", "C", "C", "C", "C", "C", "F", "H", "H", "H", "H", "H", "H", "H", "H", "H", "H", "H", "H", "H", "Se", "Se", "Te", "Se", "I", "I", "F", "C", "F", "F", "S", "O", "O", "N", "S", "O", "O", "C", "F", "F", "F"], "positions_angstrom": [[-0.39, 0.44, -2.04], [3.88, 0.84, -1.03], [2.17, 0.04, -0.66], [2.17, -1.05, 0.91], [1.96, -1.21, -2.11], [0.91, 1.24, -0.61], [0.63, 1.93, 0.52], [1.57, 2.16, 1.55], [1.26, 2.86, 2.69], [-0.01, 3.39, 2.88], [-0.95, 3.22, 1.88], [-0.62, 2.52, 0.75], [-1.59, 2.38, -0.21], [4.61, 0.06, -1.23], [4.26, 1.46, -0.23], [3.83, 1.46, -1.93], [2.71, -1.97, 0.74], [1.15, -1.30, 1.18], [2.62, -0.55, 1.76], [2.26, -2.20, -1.79], [2.58, -0.93, -2.97], [0.92, -1.29, -2.45], [2.57, 1.77, 1.41], [2.01, 3.00, 3.46], [-0.26, 3.92, 3.79], [-1.95, 3.63, 1.98], [-1.27, 2.24, -2.90], [-2.78, 2.14, -4.67], [-2.06, -0.12, -5.74], [-1.61, -1.32, -3.63], [0.88, 1.63, -3.89], [3.42, 1.45, -5.28], [-3.53, 0.23, 1.84], [-3.67, -0.35, 0.65], [-3.88, 0.65, -0.23], [-4.79, -1.07, 0.65], [-2.12, -1.32, 0.15], [-1.54, -0.42, -0.79], [-2.58, -2.56, -0.37], [-1.23, -1.43, 1.43], [-1.84, -2.50, 2.41], [-1.17, -2.54, 3.67], [-3.27, -2.47, 2.42], [-1.41, -4.17, 1.63], [-0.92, -5.00, 2.57], [-0.46, -4.07, 0.69], [-2.45, -4.80, 1.10]], "mulliken_charge": [0.250, -1.085, 0.153, -0.650, -0.992, 0.400, 0.114, -0.213, -0.908, -0.406, -0.687, 0.475, -0.266, 0.329, 0.340, 0.237, 0.420, -0.012, 0.327, 0.445, 0.236, 0.157, 0.223, 0.368, 0.351, 0.418, -0.207, -0.344, -0.121, -0.315, 0.379, -0.675, -0.256, 0.632, -0.213, -0.236, 1.008, -0.127, -0.711, -0.402, 0.978, -0.740, -0.624, 0.674, -0.268, -0.219, -0.236], "lumo_ha": [0.142, 0.141], "total_energy_ev": -331940.0377, "charge": -2, "orbital_gap_ha": [0.22279, 0.22304], "multiplicity": 3}

Record 10
{"formula": "C11H13IN4O8W", "method": "ωB97M-V/def2-TZVPD", "species": ["W", "O", "C", "C", "C", "N", "C", "C", "C", "O", "O", "C", "O", "O", "H", "H", "H", "C", "O", "C", "O", "N", "N", "H", "H", "H", "H", "H", "H", "N", "C", "O", "C", "I", "H", "H", "H", "H"], "positions_angstrom": [[0.47, 0.11, 0.27], [-3.89, 1.98, -3.65], [-2.98, 1.53, -2.81], [-2.75, 0.16, -2.57], [-1.80, -0.18, -1.64], [-1.12, 0.76, -0.97], [-1.22, 2.05, -1.31], [-2.14, 2.49, -2.21], [-0.02, 2.81, -0.80], [0.21, 3.96, -0.91], [0.88, 1.88, -0.30], [-1.15, -1.54, -1.48], [-1.64, -2.57, -1.81], [0.11, -1.39, -0.99], [-4.41, 1.28, -4.07], [-3.27, -0.61, -3.12], [-2.20, 3.53, -2.51], [4.20, -1.62, 2.64], [4.33, -1.30, 1.22], [3.33, -0.82, 0.59], [2.19, -0.62, 1.12], [3.52, -0.49, -0.69], [2.40, -0.02, -1.38], [5.18, -1.96, 2.94], [3.46, -2.41, 2.76], [3.91, -0.73, 3.19], [4.42, -0.61, -1.13], [2.15, -0.68, -2.11], [2.60, 0.90, -1.78], [-1.67, -2.02, 3.02], [-1.60, -0.94, 2.25], [-0.83, -1.05, 1.19], [-2.25, 0.27, 2.55], [0.30, 1.43, 2.71], [-1.17, -2.85, 2.76], [-2.30, -2.06, 3.80], [-2.77, 0.40, 3.49], [-2.46, 0.95, 1.75]], "mulliken_charge": [1.899, -0.456, 0.960, -0.539, 0.251, 0.030, 0.542, -0.784, 0.163, -0.455, -0.624, 0.249, -0.497, -0.633, 0.344, 0.499, 0.580, -0.648, -0.397, 0.958, -0.861, -0.090, -0.579, 0.284, 0.308, 0.318, 0.250, 0.331, 0.336, -0.355, 1.347, -0.605, -1.265, -0.008, 0.253, 0.245, 0.342, 0.309], "lumo_ha": [-0.312, -0.313], "total_energy_ev": -43871.2130, "charge": 2, "orbital_gap_ha": [0.22141, 0.26813], "multiplicity": 3}

Record 11
{"formula": "C11H13N2O", "method": "ωB97M-V/def2-TZVPD", "species": ["C", "C", "O", "N", "C", "N", "C", "C", "C", "C", "C", "C", "C", "C", "H", "H", "H", "H", "H", "H", "H", "H", "H", "H", "H", "H", "H"], "positions_angstrom": [[1.94, -1.01, -1.63], [0.68, -0.89, -0.78], [-0.33, -0.17, -1.61], [-1.58, 0.02, -0.99], [-1.55, 0.85, 0.08], [-1.75, 1.56, 0.92], [-2.65, -0.97, -1.09], [-2.67, 0.15, -1.97], [0.84, -0.10, 0.42], [0.62, -0.78, 1.60], [0.71, -0.07, 2.81], [1.14, 1.24, 2.78], [1.56, 1.88, 1.58], [1.33, 1.21, 0.36], [2.22, -0.14, -2.14], [2.00, -1.85, -2.41], [2.73, -1.05, -1.02], [0.49, -1.87, -0.53], [-3.39, -0.90, -0.40], [-2.41, -1.97, -1.51], [-2.51, 0.10, -3.01], [-3.26, 1.02, -1.77], [0.41, -1.79, 1.46], [0.61, -0.38, 3.81], [1.26, 1.63, 3.84], [2.04, 2.75, 1.81], [1.52, 1.55, -0.61]], "mulliken_charge": [-1.777, 0.060, -0.280, 0.498, 0.464, -0.349, -0.505, -0.336, 0.001, -0.234, -0.644, -0.243, -0.926, -0.117, 0.487, 0.313, 0.567, 0.641, 0.379, 0.242, 0.269, 0.276, 0.436, 0.457, 0.310, 0.482, 0.527], "lumo_ha": -0.122, "total_energy_ev": -16632.4622, "charge": 1, "orbital_gap_ha": 0.34824, "smiles": "C[C@H](O[N+]1(C#N)CC1)c1ccccc1"}

Record 12
{"formula": "C11H13N2O", "method": "ωB97M-V/def2-TZVPD", "species": ["C", "C", "C", "N", "N", "C", "C", "O", "C", "C", "C", "C", "C", "C", "H", "H", "H", "H", "H", "H", "H", "H", "H", "H", "H", "H", "H"], "positions_angstrom": [[0.75, -3.56, -0.84], [0.43, -2.46, -0.39], [0.37, -1.12, 0.21], [0.73, -1.05, 1.65], [1.23, -0.22, -0.49], [2.17, 0.64, -0.15], [2.96, 1.28, -1.18], [2.46, 0.75, 1.08], [-1.21, -0.28, 0.20], [-1.17, 1.04, 0.57], [-2.40, 1.74, 0.48], [-3.53, 1.05, 0.07], [-3.45, -0.29, -0.34], [-2.27, -0.99, -0.28], [0.96, -4.55, -1.26], [1.59, -1.46, 1.83], [-0.02, -1.43, 2.17], [1.08, -0.42, -1.49], [3.73, 0.54, -1.47], [3.60, 2.06, -0.89], [2.28, 1.61, -1.90], [1.94, 0.10, 1.65], [-0.37, 1.68, 1.10], [-2.44, 2.83, 0.78], [-4.50, 1.58, 0.07], [-4.21, -0.81, -0.86], [-2.38, -1.95, -0.69]], "mulliken_charge": [0.087, -1.337, 1.697, -0.742, -0.227, 0.774, -1.332, -0.492, 0.253, -0.372, -0.470, -0.545, -0.575, -0.377, 0.449, 0.258, 0.263, 0.303, 0.320, 0.420, 0.392, 0.468, 0.299, 0.343, 0.369, 0.382, 0.394], "lumo_ha": -0.118, "total_energy_ev": -16635.7453, "charge": 1, "orbital_gap_ha": 0.35002, "smiles": "C#C[C@@](N)(/[NH+]=C(/C)O)c1ccccc1"}